1.
Here is a single C2H3N3O molecule at a distorted geometry from the Open Molecules 2025 dataset. Energies are from wB97M-V/def2-TZVPD.

Frontier orbital gap, Eh: 0.3534
Spin multiplicity: 1
E_HOMO, eV: -9.131
Calculated total energy, eV: -8639.263

```
9
Properties=species:S:1:pos:R:3:forces:R:3
N -0.190373 0.315769 -1.572933 0.02 0.13 -0.05
C -0.336733 0.512028 -0.216904 0.01 0.06 0.14
C 0.085517 -0.657047 0.570189 -0.03 -0.05 -0.14
N 0.311654 -0.499582 1.843818 0.27 0.17 1.44
N 0.539899 -0.366372 2.942748 -0.38 -0.11 -1.42
O -0.794458 1.531493 0.267920 0.19 -0.29 -0.13
H -0.351520 1.137020 -2.138356 0.00 -0.08 0.09
H 0.555235 -0.288536 -1.885478 -0.17 0.04 0.04
H 0.169551 -1.665610 0.191123 0.08 0.13 0.04
```
Positions in Å, forces in eV/Å.

2.
Here is a single C2H3N3O2 molecule from the Open Molecules 2025 dataset. Energies are from wB97M-V/def2-TZVPD.

Frontier orbital gap, Eh: 0.3694
SMILES: Nc1noc(=O)[nH]1
Spin multiplicity: 1
E_HOMO, eV: -9.557
Calculated total energy, eV: -10687.171

```
10
Properties=species:S:1:pos:R:3:forces:R:3
N -1.835015 0.224643 0.093804 -0.03 0.05 0.11
C -0.519137 -0.141571 0.281491 0.11 -0.31 -0.28
N -0.128688 -1.335899 0.562229 -0.34 0.22 -0.54
O 1.254461 -1.326822 0.298800 0.57 0.01 0.30
C 1.657579 -0.096652 -0.109848 0.39 0.06 0.07
O 2.766940 0.188816 -0.460400 -0.35 -0.01 0.28
N 0.516383 0.700596 -0.063184 0.12 -0.12 0.01
H -1.891924 0.716993 -0.792952 -0.24 0.07 0.22
H -2.400316 -0.618985 0.046300 -0.06 0.24 0.15
H 0.579717 1.688877 0.143758 -0.17 -0.20 -0.31
```
Positions in Å, forces in eV/Å.

3.
Here is a single C2H3N3O2 molecule at a distorted geometry from the Open Molecules 2025 dataset. Energies are from wB97M-V/def2-TZVPD.

Frontier orbital gap, Eh: 0.4076
SMILES: N#CN(N)C(=O)O
Spin multiplicity: 1
E_HOMO, eV: -10.637
Calculated total energy, eV: -10686.503

```
10
Properties=species:S:1:pos:R:3:forces:R:3
N -1.134676 2.342624 -0.248958 0.40 -1.35 0.17
C -0.643266 1.300231 -0.096909 0.49 0.58 -0.03
N 0.181220 0.220093 0.100594 0.25 0.80 0.46
N 1.592515 0.430873 0.193196 -0.42 0.17 -0.33
C -0.310140 -1.064902 0.193345 -1.86 -1.84 -2.17
O 0.257598 -2.137345 0.153868 0.01 1.97 0.83
O -1.695221 -0.993439 -0.019263 1.35 -0.50 0.66
H 1.753327 1.343716 0.622348 -0.21 -0.36 0.07
H 1.954798 0.488047 -0.759772 -0.09 -0.07 0.19
H -1.956154 -1.929897 -0.138449 0.09 0.59 0.15
```
Positions in Å, forces in eV/Å.

4.
Here is a single C2H3N3O2 molecule at a distorted geometry from the Open Molecules 2025 dataset. Energies are from wB97M-V/def2-TZVPD.

Frontier orbital gap, Eh: 0.3726
SMILES: O=C1NN1/C=N/O
Spin multiplicity: 1
E_HOMO, eV: -9.354
Calculated total energy, eV: -10682.409

```
10
Properties=species:S:1:pos:R:3:forces:R:3
O 1.888012 -0.888677 -2.405196 2.87 -0.83 -5.19
C 1.393915 -0.593422 -1.435864 -1.90 1.95 3.82
N 1.193328 -0.951641 -0.141146 1.73 -0.84 0.44
N 0.280623 -0.011933 -0.891563 -2.16 0.15 1.00
C -0.540846 0.761501 -0.024463 0.73 2.73 -3.57
N -0.677366 0.324631 1.115502 -1.45 -1.08 2.85
O -1.658591 1.056797 1.819359 -0.26 -0.63 1.18
H 1.045924 -1.962781 -0.243397 -1.27 -0.02 0.67
H -0.992419 1.778190 -0.395813 0.78 -2.31 0.39
H -1.932578 0.487337 2.602581 0.93 0.88 -1.61
```
Positions in Å, forces in eV/Å.

5.
Here is a single C2H3N3O2 molecule at a distorted geometry from the Open Molecules 2025 dataset. Energies are from wB97M-V/def2-TZVPD.

Frontier orbital gap, Eh: 0.3492
SMILES: O=c1ncn(O)[nH]1
Spin multiplicity: 1
E_HOMO, eV: -9.394
Calculated total energy, eV: -10683.824

```
10
Properties=species:S:1:pos:R:3:forces:R:3
O -2.360206 -0.533434 -0.099200 -5.35 -2.71 -0.37
C -1.296002 -0.155805 -0.068973 7.23 3.13 1.46
N -0.881278 1.229149 0.054724 1.83 -0.89 -0.95
C 0.405790 1.167562 0.042146 4.22 0.58 0.25
N 1.109046 -0.106831 0.270313 -5.59 3.32 1.04
O 2.368497 -0.270333 -0.245078 0.67 -4.30 0.41
N -0.030236 -0.931393 -0.027152 0.78 -3.81 1.51
H 1.260579 1.945552 -0.122889 -2.35 -0.66 0.47
H 2.634385 -1.232348 0.198157 -0.63 3.81 -1.69
H -0.002747 -1.690080 0.754714 -0.81 1.54 -2.14
```
Positions in Å, forces in eV/Å.

6.
Here is a single C2H3N3O2 molecule at a distorted geometry from the Open Molecules 2025 dataset. Energies are from wB97M-V/def2-TZVPD.

Frontier orbital gap, Eh: 0.3784
SMILES: [H]/N=c1\cnon1O
Spin multiplicity: 1
E_HOMO, eV: -10.288
Calculated total energy, eV: -10681.072

```
10
Properties=species:S:1:pos:R:3:forces:R:3
H 0.004883 -2.240354 1.669030 0.10 0.95 -2.38
N 0.164917 -1.881590 0.650560 -0.24 -4.73 2.44
C 0.217646 -0.682410 0.549710 1.53 4.43 -0.52
C -0.103620 0.484827 1.490128 1.19 -3.12 -4.42
N -0.394936 1.422524 0.721332 -1.04 3.54 2.92
O -0.032550 1.346044 -0.480736 1.44 -1.20 -2.85
N 0.673831 -0.007226 -0.750188 -3.65 0.06 -0.79
O -0.292302 -0.456069 -1.950335 1.85 0.17 4.08
H -0.256096 0.358845 2.478708 -0.88 0.12 2.97
H -0.940796 -0.788756 -1.290134 -0.31 -0.22 -1.44
```
Positions in Å, forces in eV/Å.

7.
Here is a single C2H3N3O2 molecule at a distorted geometry from the Open Molecules 2025 dataset. Energies are from wB97M-V/def2-TZVPD.

Frontier orbital gap, Eh: 0.3931
SMILES: N=C=NC(=O)ON
Spin multiplicity: 1
E_HOMO, eV: -10.047
Calculated total energy, eV: -10684.949

```
10
Properties=species:S:1:pos:R:3:forces:R:3
N -3.224817 0.109887 0.106699 5.46 -1.08 1.00
C -2.066622 0.080852 -0.248395 4.19 -1.37 -0.56
N -0.822668 -0.083665 -0.595609 -8.70 1.71 -0.35
C 0.345764 -0.284461 -0.031941 1.12 -1.38 2.25
O 0.536752 -1.050856 0.896949 0.45 0.89 -0.75
O 1.262635 0.453348 -0.680544 1.76 -1.01 1.06
N 2.571541 0.301566 -0.079631 0.88 0.86 0.98
H -4.027028 0.339195 -0.311069 -3.59 1.24 -1.77
H 2.896069 -0.690754 0.099040 -1.50 1.32 -0.35
H 2.528373 0.824892 0.844500 -0.07 -1.18 -1.51
```
Positions in Å, forces in eV/Å.

8.
Here is a single C2H3N3O2 molecule at a distorted geometry from the Open Molecules 2025 dataset. Energies are from wB97M-V/def2-TZVPD.

Frontier orbital gap, Eh: 0.3096
SMILES: O=NCNC1=NO1
Spin multiplicity: 1
E_HOMO, eV: -9.178
Calculated total energy, eV: -10681.519

```
10
Properties=species:S:1:pos:R:3:forces:R:3
O -0.332268 2.371752 0.498272 -0.87 -0.77 -1.73
N -0.696437 1.725144 -0.467398 0.50 1.70 1.21
C -0.138261 0.365489 -0.478991 2.25 -0.32 1.38
N 0.909925 0.244495 0.595480 0.17 -0.93 0.60
C 2.169021 0.082576 0.114681 -0.11 -0.26 -1.57
N 2.731958 0.007071 -1.037180 -0.99 0.31 0.55
O 3.430391 -0.134415 0.432022 -0.56 0.08 1.33
H -1.012300 -0.211406 -0.147883 0.27 -0.43 -0.82
H 0.401621 0.115747 -1.465629 -1.50 0.26 1.35
H 0.644371 0.119162 1.621721 0.84 0.36 -2.30
```
Positions in Å, forces in eV/Å.

9.
Here is a molecular structure, C2H3N3O3 at a distorted geometry from the Open Molecules 2025 dataset. Energies are from wB97M-V/def2-TZVPD.

Frontier orbital gap, Eh: 0.3406
Spin multiplicity: 1
E_HOMO, eV: -9.272
Calculated total energy, eV: -12728.260

```
11
Properties=species:S:1:pos:R:3:forces:R:3
C -0.260384 0.797527 0.744584 -0.21 -0.03 -1.10
C -0.462778 -0.473556 -0.154809 -0.18 1.22 2.71
H -0.376178 1.938091 2.331890 -2.73 -2.72 -2.11
H 1.767997 -1.467489 -1.711787 -4.10 1.83 -2.40
H -1.491182 -1.736928 0.989147 -0.09 0.88 0.12
N 0.725592 1.472118 0.295908 -0.61 -0.06 0.43
N 0.212582 -0.207410 -1.300733 1.40 3.41 -0.69
N -1.059529 -1.516429 0.106020 -0.63 -2.69 -0.55
O -1.040626 1.227084 1.800523 3.72 1.49 0.91
O 1.198936 0.922441 -0.840124 -0.38 -1.43 -1.36
O 0.785569 -0.955450 -2.260620 3.82 -1.92 4.05
```
Positions in Å, forces in eV/Å.

10.
Here is 2 unconnected molecules or ions with the total composition C2H3N3O3 at a distorted geometry from the Open Molecules 2025 dataset. Energies are from wB97M-V/def2-TZVPD.

Frontier orbital gap, Eh: 0.2947
Spin multiplicity: 1
E_HOMO, eV: -8.611
Calculated total energy, eV: -12727.137

```
11
Properties=species:S:1:pos:R:3:forces:R:3
C 0.689002 0.792602 0.211687 -0.96 -2.87 -2.85
C -1.330494 -0.108374 0.002708 -2.04 3.10 -1.87
H 3.291723 -0.949709 0.354551 -4.30 0.42 -4.03
H 0.543938 -1.283659 0.554559 -2.14 2.08 -0.91
H -3.144562 -0.060854 -0.081368 1.77 -3.63 -1.19
N 1.937944 0.643980 -0.027320 0.94 0.91 -0.88
N -0.068986 -0.400333 0.342633 1.03 -1.14 0.80
N -1.452430 1.262442 -0.218513 -1.46 -4.45 0.18
O 2.193314 -0.748948 -0.571570 4.36 0.86 5.82
O -2.473109 -0.925837 -0.291782 0.59 5.47 2.63
O -0.186345 1.778690 -0.275588 2.21 -0.77 2.31
```
Positions in Å, forces in eV/Å.

Q: What is the formula in the second record?
A: C2H3N3O2

Q: Which formula does entry 6 have?
A: C2H3N3O2

Please write out number 1 again, unchanged.
Here is a single C2H3N3O molecule at a distorted geometry from the Open Molecules 2025 dataset. Energies are from wB97M-V/def2-TZVPD.

Frontier orbital gap, Eh: 0.3534
Spin multiplicity: 1
E_HOMO, eV: -9.131
Calculated total energy, eV: -8639.263

```
9
Properties=species:S:1:pos:R:3:forces:R:3
N -0.190373 0.315769 -1.572933 0.02 0.13 -0.05
C -0.336733 0.512028 -0.216904 0.01 0.06 0.14
C 0.085517 -0.657047 0.570189 -0.03 -0.05 -0.14
N 0.311654 -0.499582 1.843818 0.27 0.17 1.44
N 0.539899 -0.366372 2.942748 -0.38 -0.11 -1.42
O -0.794458 1.531493 0.267920 0.19 -0.29 -0.13
H -0.351520 1.137020 -2.138356 0.00 -0.08 0.09
H 0.555235 -0.288536 -1.885478 -0.17 0.04 0.04
H 0.169551 -1.665610 0.191123 0.08 0.13 0.04
```
Positions in Å, forces in eV/Å.